w.
Below is 2 unconnected molecules or ions with the total composition C3H9S2, with properties calculated with the ωB97M-V functional and the def2-TZVPD basis.

* charge: -1
* E_LUMO: 0.1317 Ha

Last column: Mulliken charge in e.
Cartesian coordinates (Å):
1 S 1.1249 1.1703 1.6605  -0.21
2 S -0.5585 -1.5384 0.4761  -0.68
3 C -0.5533 -1.2219 -2.3231  -0.97
4 C 0.2682 -1.6923 -1.1165  -0.41
5 C 0.0453 2.4366 2.3969  -0.66
6 H 0.2970 0.0962 1.7499  0.03
7 H 0.3908 3.3678 1.9299  0.20
8 H 0.0345 -1.6442 -3.1340  0.29
9 H -1.5501 -1.6365 -2.3595  0.27
10 H 0.6255 -2.7172 -1.2999  0.22
11 H -0.9598 2.2386 2.0208  0.24
12 H -0.5542 -0.1334 -2.3873  0.24
13 H 1.2293 -1.1361 -1.0954  0.21
14 H 0.1606 2.4103 3.4815  0.24



x.
Below is 2 unconnected molecules or ions with the total composition C3H9S2, with properties calculated with the ωB97M-V functional and the def2-TZVPD basis.

* charge: -1
* E_LUMO: 0.1243 Ha

Last column: Mulliken charge in e.
Cartesian coordinates (Å):
1 S 2.4071 0.7759 0.8753  -0.16
2 S -1.6693 -0.2754 0.0807  -0.69
3 C 1.1115 0.7110 2.0882  -0.64
4 C -2.5507 -0.4848 -1.6252  -0.83
5 C 1.5366 -0.1425 -0.5042  -0.61
6 H 1.3904 -1.2129 0.0946  0.21
7 H 2.2440 -0.2656 -1.3658  0.30
8 H 0.1685 1.1442 1.6406  0.15
9 H 1.3660 1.2435 3.0121  0.30
10 H -3.1130 -1.3802 -1.4796  0.27
11 H 0.6711 0.4165 -0.8310  0.12
12 H 0.9070 -0.4335 2.3769  0.21
13 H -2.6373 0.6452 -1.9764  0.18
14 H -1.8319 -0.7414 -2.3862  0.19



If we sort the structures by their calculated energies, the order from most to least stable is w, x.



w.
Below is 2 unconnected molecules or ions with the total composition C12H14N2O3, with properties calculated with the ωB97M-V functional and the def2-TZVPD basis.

* E_LUMO: -0.0302 Ha

Last column: Mulliken charge in e.
Cartesian coordinates (Å):
1 O -2.4606 0.0618 1.6004  -0.73
2 O 2.1205 0.2877 1.6647  -0.63
3 O 0.6947 -1.4951 1.7595  -0.40
4 N -0.7668 3.9221 0.9431  0.21
5 N -0.1920 0.6093 1.5806  -0.08
6 C -0.7209 -1.6540 1.7412  -0.16
7 C 0.1188 4.6559 5.8384  -0.38
8 C -1.2596 -0.2202 1.6344  0.25
9 C -1.7814 4.9375 1.2644  -0.84
10 C 1.2535 4.2043 3.7467  -0.27
11 C -0.7870 3.4369 -0.4367  -0.82
12 C 0.9756 -0.1070 1.6656  0.32
13 C -1.0934 4.1873 5.3042  -0.74
14 C -1.1424 3.7312 3.9968  -0.15
15 C 0.0007 3.3332 1.8278  -0.59
16 C 0.0299 3.7464 3.2133  0.44
17 C 1.2844 4.6654 5.0591  -0.58
18 H -1.0449 -2.2517 0.8734  0.23
19 H -2.0687 3.3395 3.5598  0.49
20 H 0.6811 2.5440 1.4666  0.68
21 H 2.1251 4.2129 3.0925  0.42
22 H -1.0774 -2.1360 2.6654  0.23
23 H -1.9936 4.1594 5.9150  0.38
24 H 0.1530 4.9909 6.8757  0.38
25 H -1.6117 3.9559 -0.9319  0.30
26 H 0.1621 3.6726 -0.9362  0.31
27 H -2.6100 4.5062 1.8393  0.34
28 H -2.1746 5.2632 0.3003  0.33
29 H -1.3824 5.8107 1.7922  0.35
30 H -0.9458 2.3527 -0.4186  0.32
31 H 2.2197 5.0335 5.4758  0.38



x.
Below is C12H14N2O3 in the gas phase, with properties calculated with the ωB97M-V functional and the def2-TZVPD basis.

* SMILES: COc1ccc(N2C[C@@H](C(N)=O)CC2=O)cc1
* E_LUMO: 0.0219 Ha

Last column: Mulliken charge in e.
Cartesian coordinates (Å):
1 O -3.0800 -3.6392 0.2624  -0.46
2 O 3.7868 1.0490 0.2051  -0.64
3 O -0.5543 1.6322 -2.4515  -0.68
4 N 4.0434 3.1295 -0.6026  -0.37
5 N 0.1155 0.8858 -0.3736  0.14
6 C -0.6124 -0.9933 0.9796  -0.68
7 C 1.1418 2.8193 -1.2116  -0.81
8 C 0.1220 1.7113 -1.4506  0.45
9 C -1.3918 -2.1229 1.1696  -0.66
10 C 1.0483 1.2822 0.6642  -1.12
11 C 3.3096 2.1194 -0.0865  0.34
12 C -1.5685 -0.6885 -1.1913  -0.51
13 C -0.6839 -0.2577 -0.1995  0.62
14 C -3.0310 -4.4235 1.4280  -0.83
15 C -2.3437 -1.8094 -1.0017  -0.70
16 C 1.8319 2.4782 0.1098  0.15
17 C -2.2686 -2.5463 0.1805  0.77
18 H -2.0339 -4.8476 1.5866  0.33
19 H -1.6456 -0.1392 -2.1134  0.53
20 H -1.2978 -2.6600 2.1003  0.37
21 H 0.0537 -0.7064 1.7763  0.33
22 H 3.6420 4.0179 -0.8426  0.20
23 H -3.3264 -3.8499 2.3129  0.33
24 H 0.6116 3.7723 -1.1788  0.29
25 H -3.0250 -2.1392 -1.7696  0.41
26 H 0.5048 1.5448 1.5778  0.35
27 H 1.7991 3.3213 0.8045  0.45
28 H 5.0236 2.9790 -0.7737  0.26
29 H -3.7437 -5.2315 1.2702  0.23
30 H 1.8251 2.8464 -2.0614  0.42
31 H 1.7476 0.4660 0.8805  0.48



If we sort the structures by their calculated energies, the order from most to least stable is x, w.



w.
Below is 3 unconnected molecules or ions with the total composition C4H15N2O2, with properties calculated with the ωB97M-V functional and the def2-TZVPD basis.

* charge: +1
* E_LUMO: -0.1060 Ha

Last column: Mulliken charge in e.
Cartesian coordinates (Å):
1 O -3.1864 -0.6116 1.7177  -0.64
2 O -1.5353 1.5804 1.4556  -0.60
3 N -1.9350 -0.3818 -0.7792  -0.27
4 N 2.5073 -0.1295 0.8866  -0.48
5 C 2.6504 0.3835 -0.4519  -0.38
6 C -0.5806 0.0975 -1.1744  -0.10
7 C 1.7963 -0.4404 -1.4358  -1.03
8 C 0.4103 -0.8032 -1.1901  -0.20
9 H 2.8067 0.4829 1.6620  0.19
10 H 2.6815 -1.0912 1.1329  0.17
11 H 3.6311 0.3125 -0.8239  0.31
12 H 2.3900 1.4601 -0.5602  0.30
13 H -2.5159 -0.3811 -1.6195  0.36
14 H -2.4618 0.2385 -0.1268  0.34
15 H -1.8595 -1.3252 -0.4156  0.35
16 H 1.8747 0.0365 -2.4631  0.36
17 H -3.4824 -1.2337 2.3976  0.32
18 H 0.0607 -1.8495 -0.9738  0.23
19 H -0.5905 1.1301 -1.4154  0.48
20 H -0.7875 2.1561 1.2405  0.29
21 H 2.4338 -1.3426 -1.6342  0.38
22 H -2.5057 -0.1560 2.2328  0.33
23 H -1.8021 1.8676 2.3382  0.30



x.
Below is 3 unconnected molecules or ions with the total composition C4H15N2O2, with properties calculated with the ωB97M-V functional and the def2-TZVPD basis.

* charge: +1
* E_LUMO: -0.3206 Ha

Last column: Mulliken charge in e.
Cartesian coordinates (Å):
1 O 1.0763 1.6684 4.4459  -0.64
2 O 2.7893 0.3797 -1.1109  -0.46
3 N 0.3607 0.4285 0.2745  -0.45
4 N -2.9829 -1.3636 -0.7073  -0.44
5 C -0.8393 -0.5362 -1.5782  -0.76
6 C -2.1432 -0.2052 -0.8665  -0.58
7 C 1.6443 -0.0096 -1.8829  -0.45
8 C 0.2767 0.3870 -1.1261  0.37
9 H 1.9322 -1.2501 2.2793  0.09
10 H -2.8222 -1.7424 0.2134  0.23
11 H 1.6258 0.4336 -2.8691  0.38
12 H 1.5800 1.1985 5.1156  0.33
13 H -0.6390 -1.5555 -1.2632  0.34
14 H 0.2054 1.9322 4.7408  0.32
15 H 0.8470 1.3256 0.4597  0.35
16 H 2.4710 0.4103 -0.2147  0.36
17 H 1.6524 -1.1085 -2.0188  0.36
18 H 2.3109 -0.6376 2.4660  -0.09
19 H -1.8158 0.1609 0.1225  0.34
20 H -3.8656 -1.4603 -1.1748  0.24
21 H -2.7672 0.6217 -1.2468  0.40
22 H -0.0176 1.4505 -1.3767  0.36
23 H -0.8792 -0.5278 -2.6815  0.40



If we sort the structures by their calculated energies, the order from most to least stable is w, x.



w.
Below is 3 unconnected molecules or ions with the total composition C4H15N2O2, with properties calculated with the ωB97M-V functional and the def2-TZVPD basis.

* charge: +1
* E_LUMO: -0.1046 Ha

Last column: Mulliken charge in e.
Cartesian coordinates (Å):
1 O 0.2246 3.6141 -0.3966  -0.63
2 O 0.9504 -3.6505 -0.7553  -0.62
3 N -1.9718 0.5364 -0.3274  -0.55
4 N -0.0208 1.1614 1.3765  -0.30
5 C -0.3273 -1.1145 0.1951  -0.49
6 C -1.0425 -0.3984 -1.0218  -0.52
7 C 1.9528 -0.2573 0.8718  -0.93
8 C 0.5753 -0.1687 0.8120  0.32
9 H 0.4647 -4.4495 -1.0464  0.29
10 H -0.9273 1.5276 0.9366  0.39
11 H 1.0275 4.2656 -0.2648  0.33
12 H -0.2938 -0.0592 -1.7190  0.41
13 H -0.1622 1.0616 2.4051  0.37
14 H 0.2027 -2.0863 0.0251  0.11
15 H -2.8134 0.0508 -0.0425  0.22
16 H -1.0522 -1.4064 0.8205  0.48
17 H -1.6881 -1.3004 -1.4891  0.26
18 H 2.5630 0.4177 1.3362  0.41
19 H -2.1819 1.2336 -0.9637  0.21
20 H 2.5480 -0.9886 0.1966  0.20
21 H 1.8300 -3.9363 -1.1194  0.28
22 H 0.6786 1.9966 0.9906  0.43
23 H -0.5364 3.9506 -0.8200  0.30



x.
Below is 2 unconnected molecules or ions with the total composition C4H15N2O2, with properties calculated with the ωB97M-V functional and the def2-TZVPD basis.

* charge: +1
* E_LUMO: -0.1204 Ha

Last column: Mulliken charge in e.
Cartesian coordinates (Å):
1 O 0.0258 1.6822 2.3339  -0.63
2 O -1.8483 -0.5048 1.7652  -0.59
3 N 1.6727 -0.7466 -0.5928  -0.20
4 N -2.0340 0.1015 -0.8099  -0.21
5 C 2.4598 0.4647 -0.9072  -0.91
6 C -0.6493 -0.1314 -0.2644  0.50
7 C 0.3638 -0.7022 -1.2562  -1.06
8 C -0.7915 -1.0416 0.9354  -0.71
9 H -1.1578 -2.0445 0.7086  0.42
10 H -0.3351 0.9003 0.0577  0.00
11 H 2.1646 -1.6192 -0.6904  0.26
12 H 0.8304 1.8422 1.8511  0.30
13 H -2.3850 -0.7775 -1.1963  0.37
14 H -2.2042 0.7808 -1.5523  0.34
15 H 0.1959 -1.7890 -1.4687  0.38
16 H 0.1398 -1.2422 1.4548  0.36
17 H 3.3782 0.4414 -0.3268  0.32
18 H -1.4520 0.0871 2.4254  0.37
19 H -0.6087 2.3668 2.5456  0.32
20 H -2.5625 0.2851 0.0668  0.41
21 H 2.6544 0.5567 -1.9835  0.34
22 H 1.8215 1.3661 -0.8193  0.25
23 H 0.3216 -0.2760 -2.2766  0.38



y.
Below is 3 unconnected molecules or ions with the total composition C4H15N2O2, with properties calculated with the ωB97M-V functional and the def2-TZVPD basis.

* charge: +1
* E_LUMO: -0.1195 Ha

Last column: Mulliken charge in e.
Cartesian coordinates (Å):
1 O 0.7432 -1.0610 3.0541  -0.60
2 O 1.0886 -3.2480 -0.7879  -0.68
3 N 0.2014 -0.2731 0.1502  -0.24
4 N -1.1407 -1.1685 -2.0620  -0.44
5 C -0.3453 0.7148 -0.8357  0.29
6 C -0.6019 2.5946 0.8288  -1.02
7 C -0.8842 0.1707 -1.9246  -0.28
8 C -0.0445 2.1417 -0.4971  -0.80
9 H 0.8646 0.2310 0.6998  0.40
10 H -0.2433 3.6107 0.9972  0.34
11 H 1.0497 2.2610 -0.4777  0.30
12 H 0.2666 -0.8586 3.8604  0.31
13 H 1.5672 -1.5306 3.1825  0.31
14 H 0.7215 -0.9931 -0.3646  0.28
15 H -0.5685 -1.8672 -1.6174  0.15
16 H -0.2127 2.0843 1.7155  0.30
17 H -1.6878 2.5458 0.8303  0.34
18 H 0.6645 -3.4720 0.0524  0.35
19 H -0.4483 -0.7307 0.7904  0.31
20 H -1.3954 -1.5080 -2.9757  0.28
21 H 2.0081 -3.1205 -0.5194  0.32
22 H -0.3310 2.6966 -1.3912  0.38
23 H -1.2719 0.7801 -2.7082  0.41



z.
Below is 3 unconnected molecules or ions with the total composition C4H15N2O2, with properties calculated with the ωB97M-V functional and the def2-TZVPD basis.

* charge: +1
* E_LUMO: -0.1120 Ha

Last column: Mulliken charge in e.
Cartesian coordinates (Å):
1 O -3.2061 0.8857 -1.8484  -0.70
2 O 1.0701 -2.3543 -2.2745  -0.66
3 N -0.3288 1.1723 -1.4518  -0.12
4 N -0.2056 -1.2589 0.1041  -0.43
5 C 0.4539 -0.0959 2.1449  -0.52
6 C 1.4797 0.9114 2.6739  -1.04
7 C 0.1757 1.0679 -0.0719  -1.05
8 C 0.1684 -0.0654 0.6506  0.88
9 H -3.4476 0.3675 -1.0641  0.35
10 H 1.9315 -2.1092 -1.9231  0.34
11 H -0.5045 0.0742 2.6445  0.28
12 H 0.5045 1.9840 0.3657  0.34
13 H 0.7079 -1.1344 2.3456  0.37
14 H -0.0254 -1.4945 -0.8673  0.13
15 H -0.3274 0.2728 -1.9385  0.29
16 H 1.3318 1.8279 2.1029  0.27
17 H 1.0686 -3.2652 -2.5705  0.31
18 H -3.5075 0.2551 -2.5228  0.34
19 H 2.4871 0.5304 2.5154  0.29
20 H -0.2031 -2.0539 0.7246  0.23
21 H -1.3007 1.5096 -1.4887  0.36
22 H 1.3543 1.1978 3.6837  0.36
23 H 0.3232 1.7754 -1.9345  0.38



If we sort the structures by their calculated energies, the order from most to least stable is z, y, x, w.